No. 1
19
Properties=species:S:1:pos:R:3:lowdin_charge:R:1 method="wB97M-V/def2-TZVPD" charge=+1 multiplicity=1 lumo_energy_ev="-3.85 / -3.96" relative_energy_kj_mol=617.9 total_energy_ev=-9812.40931 homo_lumo_gap_ev="8.87 / 8.31"
H -1.40057 -2.24798 0.62245 0.1278
H -1.28658 1.68404 -1.26919 0.0959
H 1.41497 -0.46342 0.83531 0.1522
C -1.52975 1.22935 -0.31095 -0.0008
H -1.80736 2.02173 0.39228 0.1041
H 1.01880 -0.56790 2.55044 0.1804
H 1.22061 1.54337 -0.37131 0.1552
O -1.27432 -0.11871 2.26268 0.0574
N 0.89080 0.57628 -0.41235 -0.0969
H 0.40105 0.67395 -2.50211 0.0844
H 2.02418 0.11403 -2.08086 0.0959
H -2.37405 0.54929 -0.45347 0.1017
N 0.80726 -0.91948 1.60573 0.2291
H -2.21324 0.00279 2.06220 0.1302
C 0.97746 0.08210 -1.78766 -0.0497
H 0.62544 -0.94628 -1.81244 0.0928
H 0.86611 -1.94246 1.60777 0.1531
C -0.52197 -0.42733 1.18550 -0.4498
N -0.38056 0.49872 0.18129 -0.1629

No. 2
19
Properties=species:S:1:pos:R:3:lowdin_charge:R:1 method="wB97M-V/def2-TZVPD" charge=+1 multiplicity=1 lumo_energy_ev=-7.83 relative_energy_kj_mol=578.2 total_energy_ev=-18600.24635 homo_lumo_gap_ev=4.06
H -0.32311 -2.10820 -2.49051 0.1436
C 2.08348 0.84720 2.55642 -0.3964
S 1.58937 2.41329 1.79569 0.8257
H -2.37853 -0.98908 -0.18213 0.0895
H -0.74497 0.87435 -2.16879 0.1207
H 0.33729 0.98155 0.20451 0.0123
H 1.97571 0.02310 1.84928 0.0310
H -0.58526 1.40561 1.64908 0.0466
H 0.44577 -2.44121 -1.06157 0.1252
C 0.15868 1.79721 0.95355 -0.4820
N -1.30363 0.01134 -2.13437 0.1098
H -0.38434 2.55625 0.38877 0.0419
C -0.72073 -0.84163 -1.15432 -0.2385
H -2.20141 -2.15421 -1.28304 0.1010
N 0.20007 -1.69932 -1.71278 0.1575
H 1.48503 0.63397 3.43826 0.0432
H -1.01101 -0.42706 -3.01352 0.1097
H 3.13681 0.88079 2.81422 0.0386
N -1.75920 -1.76394 -0.44875 0.1204

No. 3
19
Properties=species:S:1:pos:R:3:lowdin_charge:R:1 method="wB97M-V/def2-TZVPD" multiplicity=1 lumo_energy_ev=1.07 relative_energy_kj_mol=407.5 total_energy_ev=-9262.08069 homo_lumo_gap_ev=8.01
H -0.23893 2.40659 0.88309 0.0732
N 0.13242 2.27045 -0.05587 0.0145
H -0.92202 -2.86320 -0.40995 0.0617
H 0.96596 -1.37121 -0.17063 0.1183
H -0.30774 -0.22419 -2.19483 0.0646
C 0.37076 -0.81573 0.56607 -0.3051
H 0.79169 1.15816 -2.34659 0.0751
C 1.12970 -0.36028 1.78294 -0.0910
N -1.42458 -1.98476 -0.29162 -0.0671
C -0.15138 0.81763 -1.90907 -0.1127
H 1.99426 0.24464 1.49455 0.0652
H -1.04506 0.42107 -0.02072 0.1395
H -2.37802 -2.28148 -0.08762 0.0628
H 1.49623 -1.23709 2.31919 0.0735
N -0.12030 0.90949 -0.44618 -0.2353
N -0.93807 -1.14220 0.72919 -0.1584
H 0.48123 0.21025 2.45181 0.0726
H -0.97580 1.41614 -2.30197 0.0737
H 1.13967 2.42573 0.00821 0.0750

No. 4
19
Properties=species:S:1:pos:R:3:lowdin_charge:R:1 method="wB97M-V/def2-TZVPD" multiplicity=1 lumo_energy_ev=1.19 relative_energy_kj_mol=230.3 total_energy_ev=-9263.91732 homo_lumo_gap_ev=9.78
H 2.50196 -1.45139 0.28903 0.0765
H 2.73522 0.93820 -0.49549 0.0714
C -2.22811 -0.35461 -0.83380 -0.1483
H -0.47447 1.69460 2.41788 0.0840
N -1.04348 0.89883 2.17816 0.0171
N 1.14904 -0.40331 -0.99440 -0.2027
H 1.55671 -0.81866 -1.82993 0.1003
H -1.29129 -0.10137 -1.34389 0.0506
C 1.42036 -1.26466 0.13718 -0.1598
N -1.17861 0.66380 0.88020 -0.1212
N -2.16173 -0.05172 0.56780 -0.0752
C 1.68109 0.93460 -0.81019 -0.1604
H -2.44292 -1.41604 -0.94167 0.0648
H -1.79870 0.63699 2.81120 0.0937
H 1.03021 -0.81197 1.03487 0.0483
H 0.92352 -2.22066 -0.01632 0.0738
H -3.05958 0.20769 -1.26510 0.0667
H 1.08202 1.42901 -0.04562 0.0473
H 1.59874 1.49065 -1.73990 0.0730

No. 5
20
Properties=species:S:1:pos:R:3:lowdin_charge:R:1 method="wB97M-V/def2-TZVPD" charge=+1 multiplicity=1 lumo_energy_ev=-5.92 relative_energy_kj_mol=531.2 total_energy_ev=-10745.90093 homo_lumo_gap_ev=6.84
H 0.88213 -0.62576 -1.55046 0.1140
H -3.02349 0.63964 -0.48289 0.1379
H -0.04988 0.47494 -0.32011 0.0265
C -2.09187 0.02344 -0.54215 -0.3048
H 0.21520 -0.85596 1.97440 0.0715
N 0.58428 -1.67869 1.50515 0.1839
H -3.10589 -1.55819 -0.61899 0.0367
H -0.17845 -1.95322 0.88790 0.0296
N 1.54897 -0.13411 -0.98469 0.1381
C -1.16520 2.20975 -0.21319 -0.0899
H 2.85893 -1.45085 1.51884 0.0776
H -0.24104 2.75046 -0.48444 0.0907
N -0.96108 0.81384 -0.61783 -0.0885
H -2.00680 2.62343 -0.76150 0.0830
H 3.30394 -0.04217 0.77853 0.1361
C 1.54531 -0.83111 0.29641 -0.0497
N -2.13910 -1.27516 -0.56691 0.0542
H -1.36207 2.29608 0.87665 0.0915
H 2.43760 -0.43525 -1.34150 0.1151
N 2.94852 -0.99110 0.64680 0.1463

No. 6
26
Properties=species:S:1:pos:R:3:lowdin_charge:R:1 method="wB97M-V/def2-TZVPD" multiplicity=1 lumo_energy_ev=0.08 relative_energy_kj_mol=60.2 total_energy_ev=-28041.75750 homo_lumo_gap_ev=9.06
H 3.26770 0.65333 1.08582 0.0561
N -1.00132 -1.13324 -1.01952 -0.0330
H 0.83733 2.28192 -0.76617 0.0627
P 0.32340 -0.27809 -0.68470 0.4834
N 0.39920 2.14813 0.08482 0.0176
C -1.44001 -1.56552 1.30096 -0.0087
H -2.38695 2.81633 -0.85567 0.0616
N 2.31758 -1.84918 -0.58719 -0.0373
N 2.71353 -1.16647 0.56730 -0.1554
H 2.54166 -1.39956 -1.52015 0.1149
H -1.64094 1.60213 -1.63502 0.0576
H -2.17632 -2.17371 1.91033 0.1219
N -0.07106 0.87558 0.49514 -0.1878
H -3.35877 -2.77946 0.01663 0.0670
H -0.55487 -2.01358 1.58526 0.0528
N 1.33814 -1.28810 0.29704 -0.1560
N -2.68968 -2.30319 -0.53524 0.1547
C -2.04078 1.85939 -0.70754 -0.0260
C 3.43194 0.06588 0.24019 -0.0643
H 4.42882 -0.10132 0.09316 0.0532
H -1.25244 -0.66900 1.74881 0.0462
N -0.95326 1.90902 0.29926 -0.1511
O 0.86697 0.17423 -1.98661 -0.3179
N -1.72751 -1.67034 -0.13660 -0.3524
H -2.77159 1.25430 -0.37834 0.0445
H 2.79611 0.64717 -0.55534 0.0956

No. 7
17
Properties=species:S:1:pos:R:3:mulliken_spin:R:1 method="wB97M-V/def2-TZVPD" multiplicity=2 lumo_energy_ev="0.99 / 0.75" relative_energy_kj_mol=69.4 total_energy_ev=-6839.69138 homo_lumo_gap_ev="4.23 / 11.82"
H -0.49679 0.36570 1.01088 0.0740
H 1.68446 0.02780 0.44922 0.0423
H 0.04608 -0.78847 -1.62464 0.0617
O 0.93905 0.19258 -0.13128 -0.1820
H 2.72464 -1.90266 -0.64321 -0.0098
H -1.34342 1.95625 -0.25927 -0.1134
H 1.62924 -0.20563 -2.05361 0.0018
H -2.42419 2.61599 0.92571 -0.2479
H 1.21400 -2.50745 -0.02594 -0.0457
N -1.20989 0.94732 1.50473 1.8132
H -0.64013 1.68579 1.98267 -0.3612
C -2.06820 1.68182 0.51306 0.5117
H 1.71569 -2.74302 -1.71103 0.0229
C 1.66410 -2.02328 -0.89129 -0.0083
H -2.80770 1.06610 0.02021 -0.1079
H -1.69475 0.32606 2.19049 -0.6768
C 1.06781 -0.69489 -1.25669 0.2254

No. 8
17
Properties=species:S:1:pos:R:3:lowdin_charge:R:1 method="wB97M-V/def2-TZVPD" charge=+1 multiplicity=1 lumo_energy_ev=-3.08 relative_energy_kj_mol=159.3 total_energy_ev=-6835.76380 homo_lumo_gap_ev=13.19
H -1.71094 0.96023 0.41326 0.1233
C 0.59636 1.47885 -1.36263 -0.0064
O 1.78617 -1.26210 1.09629 -0.0856
H -0.20816 2.32290 -1.35694 0.1296
N 0.42527 0.54463 -0.14723 0.0392
H 1.51915 -2.14723 1.56506 0.1345
H -1.08928 -0.86086 1.71634 0.1211
H 0.66304 1.06846 0.69213 0.1692
H 1.46725 2.17478 -1.33115 0.1037
H 0.90391 -0.24850 -0.15197 0.0306
H -1.07346 -1.96998 0.16531 0.0637
H -2.48519 -1.04966 0.46166 0.0989
C -1.13755 0.23453 -0.13645 -0.1471
H -1.43108 0.22700 -1.16592 0.1085
C -1.38793 -1.07508 0.62623 -0.0708
H 0.40576 0.87641 -2.28081 0.1113
H 2.75669 -1.27438 1.19680 0.0764